Record 1
Formula: C31H41AlAs2N2O8S2Sb
Source: OMol25
Level of theory: ωB97M-V with the def2-TZVPD basis set

XYZ file:
```
88
Properties=species:S:1:pos:R:3
H -4.192 3.873 -1.732
H 5.263 -0.737 -3.778
H 1.540 -3.834 -2.192
H 4.737 -1.531 -0.423
H -5.802 3.256 0.518
C -1.217 3.261 0.428
H 5.745 -3.018 -0.419
H -3.672 2.355 2.429
N 1.146 -5.110 6.235
C 2.652 -1.223 -1.761
H -4.302 0.375 -3.292
C 0.605 -6.295 2.906
H -4.583 3.007 -3.269
H -0.071 -3.895 -1.433
C 1.548 -2.471 0.220
H -0.522 -5.110 0.954
C 3.623 2.020 -0.424
C -1.113 -3.190 1.806
H -1.632 3.832 2.507
H 2.049 1.850 1.633
H -5.138 0.430 -1.692
C 0.047 -5.006 2.933
H -5.816 1.191 2.670
O 4.020 -3.223 -1.527
O 3.472 3.115 0.021
H 5.407 -0.267 -2.030
H 6.371 2.303 0.404
H 1.077 -5.331 -1.327
H -0.210 -2.380 4.962
H 2.930 0.297 1.501
O 1.563 -3.753 -0.102
H -0.297 0.218 -4.579
C 0.477 1.328 -2.572
H -2.515 1.810 -2.372
S -1.679 -0.760 3.144
H 0.013 3.992 2.091
Al -1.551 -0.549 0.900
H -1.709 4.367 -1.312
C -4.266 2.176 1.540
H 6.026 0.835 1.381
H -0.668 5.237 -0.259
C -5.106 3.435 1.341
O 0.493 2.169 -3.445
C 1.764 -1.336 -0.773
O 1.469 -2.097 1.373
As 3.102 0.281 -3.049
H 5.549 0.969 -3.334
H 1.482 0.379 2.472
N 1.176 -7.280 2.898
H -3.641 -0.493 -1.966
C -0.420 -2.947 4.071
C 1.346 1.411 -1.368
H -4.646 0.058 2.017
O 3.301 -2.603 -3.557
C -5.206 0.964 1.779
O 4.653 1.204 -0.091
C -3.459 1.743 -1.841
H -4.571 4.370 1.060
C 0.711 -4.708 5.262
C 3.365 -2.393 -2.356
H -1.884 0.613 -3.908
H -5.422 2.626 -1.877
C -0.564 -4.460 1.800
C -4.446 2.906 -2.203
H -1.350 -0.990 -3.751
C 5.598 1.735 0.879
C -1.563 4.558 -0.272
Sb -2.718 1.750 0.192
H -5.711 3.676 2.213
H -2.387 5.137 0.154
C 1.012 -4.234 -1.342
C 0.122 -4.210 4.072
C -0.856 3.349 1.939
H 4.298 -2.959 0.540
C 4.719 -2.625 -0.431
H -5.889 0.737 0.953
C -1.008 -2.381 2.959
C -4.182 0.426 -2.185
S -1.742 -2.604 0.219
C 2.714 1.497 -1.481
C 1.967 0.769 1.598
O -0.366 0.273 -2.548
C -1.010 0.040 -3.789
As 0.886 0.205 0.126
H -0.331 2.837 -0.062
H 5.059 2.326 1.615
H -0.709 2.390 2.412
C 5.042 0.040 -3.002
```

The largest force on an atom comes out at 0.0342 Eh/bohr. The value obtained for the energy relative to the best compared isomer or geometry (same formula, charge and spin) is 0.0 kJ/mol. The charge is +1. The calculation puts the HOMO energy at -11.073 eV. The HOMO-LUMO gap comes out at 7.0 eV.

---

Record 2
Formula: C37H40MnN7O6S
Source: OMol25
Level of theory: ωB97M-V with the def2-TZVPD basis set

XYZ file:
```
92
Properties=species:S:1:pos:R:3
C -6.835 -0.505 -3.261
C 2.253 2.672 0.311
C 3.238 -2.820 -1.378
C 2.650 4.819 -0.734
H 6.312 -1.388 1.243
H 5.610 6.239 0.276
C -7.485 -1.338 0.335
H 5.262 4.077 1.259
C 4.690 6.250 -0.306
H 0.291 4.656 -1.756
H 4.170 -3.269 -1.067
O 0.323 -0.805 0.364
C -1.345 1.093 1.870
C 0.828 -1.680 -2.272
N -0.187 2.689 -1.504
H 0.880 -2.993 1.538
C -5.127 -0.958 -0.050
C 4.096 -0.474 -1.057
C -0.829 -0.157 2.358
C 1.032 -3.024 -2.269
H 3.960 0.528 -1.453
H 2.307 5.612 -1.393
C 5.372 -1.643 0.752
N -5.380 -0.730 -1.366
H -1.785 0.160 4.267
C 4.056 1.781 1.739
O -0.767 -3.116 5.999
N 5.155 -0.615 -0.273
H 1.828 -5.569 -0.973
C -0.052 -1.056 1.557
H 5.524 -2.614 0.287
N -6.204 -1.254 0.760
H -2.839 2.242 -3.606
H -5.975 -1.426 1.730
C -1.913 1.889 -3.145
O -1.816 -1.246 6.191
C -0.791 -1.710 4.191
C -1.485 2.945 -2.136
H 5.046 1.911 2.174
H 3.296 -1.956 1.299
O -1.186 1.588 0.756
C 0.580 3.691 -1.332
C 4.076 -0.488 2.671
H 3.434 -0.743 3.514
C 4.246 -1.723 1.785
C 2.242 -3.632 -1.816
C 3.891 4.997 -0.080
C 3.533 2.824 0.949
H -2.657 -0.143 -3.282
H -7.632 -1.121 -3.675
N -0.924 -0.056 -2.087
C -1.186 -0.511 3.665
C -8.526 -1.656 1.355
O 1.739 0.471 -1.880
H 1.943 -5.559 -2.727
C -0.480 -1.115 -2.629
H -1.952 1.659 2.590
H 3.406 -5.442 -1.750
H 2.530 0.556 1.556
C -2.182 0.511 -2.545
H -8.724 -1.168 -1.386
H -1.169 1.806 -3.942
H -2.849 0.584 -1.683
Mn 0.147 0.887 -0.645
S -3.609 -0.906 0.629
H 4.122 7.136 -0.016
H -5.914 -0.662 -3.817
C 1.848 3.710 -0.596
C 0.318 -2.300 2.153
C 4.311 3.991 0.743
H 0.242 -3.564 3.874
C -6.615 -0.799 -1.810
H -2.217 2.978 -1.323
C -7.723 -1.110 -0.985
H 5.751 0.195 -0.211
H -1.078 -1.644 -3.374
H 0.223 -3.673 -2.590
H 5.037 -0.160 3.074
C -0.037 -2.619 3.431
C 1.893 -0.785 -1.876
H -8.668 -0.803 2.022
C 2.364 -5.131 -1.817
N -1.169 -2.057 5.555
H -1.471 3.928 -2.616
N 3.472 0.636 1.968
H -8.226 -2.511 1.961
H -9.474 -1.880 0.875
H -7.132 0.540 -3.374
H 4.471 -2.567 2.440
H 4.959 6.364 -1.357
C 3.117 -1.394 -1.415
O 1.547 1.650 0.570
```

The largest force on an atom comes out at 0.0121 Eh/bohr. The value obtained for the energy relative to the best compared isomer or geometry (same formula, charge and spin) is 0.0 kJ/mol. The charge is +1. As for the spin multiplicity: 2. The calculation puts the HOMO energy (alpha / beta) at -9.756 / -9.243 eV. The HOMO-LUMO gap (alpha / beta) comes out at 6.7 / 6.2 eV.

---

Record 3
Formula: C25H32BrCrN6O
Source: OMol25
Level of theory: ωB97M-V with the def2-TZVPD basis set

XYZ file:
```
66
Properties=species:S:1:pos:R:3
H 4.830 -0.613 -1.846
H 0.144 3.856 -0.527
H 0.140 -2.640 3.200
H 2.422 1.011 -5.010
H 1.170 -3.631 -2.946
C 0.032 -4.835 -0.819
C -4.121 1.475 0.917
C -0.310 1.906 4.914
C -0.295 3.457 -1.440
H 2.044 -4.390 0.624
H 0.890 -5.482 -1.001
H -2.125 -1.829 0.758
C -2.821 1.475 0.432
H -5.692 0.284 1.754
H 0.673 1.411 -3.354
C 0.374 -2.025 2.332
N -1.137 2.290 -1.109
C -3.955 -0.889 1.311
Br 3.119 -0.368 0.447
C 3.921 -0.175 -2.228
N 0.363 -3.428 -1.034
H -0.761 -5.102 -1.517
N 0.677 -2.903 1.213
N -0.826 1.714 5.918
O 0.172 -1.296 -0.319
C 1.512 2.462 1.222
H -2.717 1.234 -2.034
C -4.682 0.290 1.372
C 2.019 3.164 2.298
H -0.333 -4.986 0.192
H -4.406 -1.816 1.639
C -2.162 2.708 -0.105
C 2.861 0.082 -1.372
H -4.702 2.388 0.930
H 0.713 -1.974 -2.503
H 1.952 2.553 0.238
H -2.170 2.676 -2.923
H -0.495 -1.413 2.107
H -0.541 -3.166 -2.910
H -1.639 3.268 0.675
C 1.601 0.951 -3.046
C 0.407 -2.527 -0.046
H 2.863 3.822 2.160
H 0.496 3.181 -2.130
H 2.360 -3.636 2.187
C -2.066 0.301 0.393
H -2.871 3.395 -0.578
C 1.430 3.002 3.541
C 0.346 2.138 3.657
C 2.588 0.730 -3.982
N 0.457 1.636 1.330
H 1.227 -1.388 2.577
H -0.973 0.815 2.583
H -0.908 4.238 -1.897
H 1.796 3.534 4.407
N 1.709 0.634 -1.741
C -1.849 1.820 -2.327
C 1.576 -4.012 1.528
C -2.656 -0.888 0.816
C -0.119 1.474 2.530
C 3.779 0.152 -3.565
H 4.584 -0.035 -4.261
H 1.051 -4.820 2.035
Cr -0.193 0.570 -0.294
C 0.428 -3.019 -2.430
H -1.205 1.187 -2.940
```

The largest force on an atom comes out at 0.0068 Eh/bohr. The value obtained for the energy relative to the best compared isomer or geometry (same formula, charge and spin) is 76.6 kJ/mol. The charge is +2. As for the spin multiplicity: 4. The calculation puts the HOMO energy (alpha / beta) at -14.317 / -14.471 eV. The HOMO-LUMO gap (alpha / beta) comes out at 8.0 / 8.3 eV.

---

Record 4
Formula: C50H28N14Na
Source: OMol25
Level of theory: ωB97M-V with the def2-TZVPD basis set

XYZ file:
```
93
Properties=species:S:1:pos:R:3
N 6.854 -3.766 -1.327
C -3.587 0.709 4.122
C 1.769 -3.073 5.115
N -2.172 -2.418 -2.321
C 2.242 4.470 -0.851
Na -2.112 -0.162 0.098
C -2.590 0.133 3.216
C 0.235 -2.217 3.526
H -3.578 -0.475 5.919
H -4.661 -4.676 -2.109
H 3.936 1.918 -1.897
H -5.501 3.456 3.507
C -1.883 5.192 -2.548
H 3.495 -4.055 4.308
H 2.868 -3.688 1.955
H 2.271 -3.911 -0.460
H 0.401 4.371 0.282
N -2.538 0.790 2.083
H 5.912 -4.816 -2.820
H -5.343 0.927 6.982
C -5.095 2.602 4.033
H 4.049 -0.050 -0.424
C 3.066 -0.494 -0.512
N -1.728 -0.842 3.644
C 4.518 -3.530 -1.820
N 0.664 -2.623 0.016
H 3.681 -3.821 -2.440
C 1.877 0.112 -5.475
C -0.917 -1.514 2.905
N -0.440 0.202 -1.410
C -3.551 5.540 -0.282
C 0.601 0.475 -3.499
C 0.281 -1.074 -1.735
C 1.622 -1.682 -3.870
C -2.127 4.131 -1.669
H 1.796 -2.702 -3.550
C -2.940 3.036 0.147
H -3.765 7.545 -0.980
H 2.716 -1.848 -5.709
C -5.523 2.262 5.306
C 2.222 -3.335 2.746
C -3.311 6.577 -1.158
C -0.260 1.119 -2.497
N -2.170 2.144 -0.536
C 1.210 3.820 -0.185
C -2.480 6.405 -2.285
N -3.572 2.851 1.321
C 0.874 -0.829 -3.086
H 2.075 -3.242 6.140
H 5.426 -1.522 0.728
H -4.181 5.672 0.588
N -2.957 -4.709 -0.908
H 2.268 5.552 -0.913
H 0.893 1.979 -4.999
N 3.226 3.804 -1.446
N 1.163 2.499 -0.104
C -3.722 -4.185 -1.890
C -1.363 -2.962 -1.376
N -0.836 2.250 -2.581
C -4.119 1.808 3.443
C -4.007 0.374 5.402
H -1.241 5.051 -3.409
C -3.425 1.868 2.156
H -2.312 7.245 -2.949
C 0.585 -2.396 4.849
H -0.054 -2.019 5.636
C 4.354 -2.585 -0.813
H 7.579 -2.609 0.208
C 6.693 -2.858 -0.366
C 3.028 -1.967 -0.512
C 0.284 -2.291 1.255
C -3.319 -3.053 -2.561
C 2.139 1.825 -0.706
C -1.675 2.767 -1.613
C 2.574 -3.535 4.077
C 1.036 -2.666 2.486
C 2.028 0.350 -0.681
C -1.821 -4.114 -0.656
C -2.956 4.301 -0.543
C 5.771 -4.083 -2.033
N 0.764 -0.189 -0.712
N -0.852 -1.666 1.532
C 5.486 -2.244 -0.077
H 2.278 0.466 -6.417
C 1.110 0.964 -4.691
C -0.130 -2.354 -1.144
C 2.039 -2.861 -0.307
H -3.954 -2.619 -3.328
C 2.125 -1.199 -5.074
C 3.166 2.479 -1.381
H -6.285 2.861 5.790
C -4.986 1.161 5.986
H -1.207 -4.530 0.137
```

The largest force on an atom comes out at 0.0050 Eh/bohr. The value obtained for the energy relative to the best compared isomer or geometry (same formula, charge and spin) is 14.6 kJ/mol. The charge is -1. The calculation puts the HOMO energy (alpha / beta) at -3.569 / -3.634 eV. The HOMO-LUMO gap (alpha / beta) comes out at 4.7 / 4.8 eV.

---

Record 5
Formula: C23H27ClN4O
Source: OMol25
Level of theory: ωB97M-V with the def2-TZVPD basis set

XYZ file:
```
56
Properties=species:S:1:pos:R:3
C -3.111 -1.207 -3.184
C 2.389 -1.944 0.548
C -4.423 -1.041 -3.284
C -0.032 0.029 0.317
H 3.579 -3.029 1.997
C 3.668 -2.153 1.349
C -0.339 2.639 3.081
C -1.668 2.713 3.307
O 0.434 0.391 -1.985
H -2.128 3.327 4.067
N -2.512 1.969 2.529
C -2.635 -2.031 3.378
H -1.739 -2.739 -2.570
C -3.334 -2.969 1.269
C 2.103 -3.132 -0.363
H -1.938 -2.747 -0.346
C -2.431 -2.529 -3.388
N -3.092 0.557 0.909
H 3.892 -1.291 1.981
N -1.704 -0.181 -1.490
H 1.992 -4.048 0.226
C -3.573 -2.693 2.603
C 1.221 -1.699 1.503
C -2.144 -2.549 0.697
C -1.452 -1.613 2.791
H 2.513 -1.058 -0.084
H -4.877 -0.067 -3.143
H -2.394 -0.195 -0.739
H 1.041 -2.615 2.072
H -4.072 -3.503 0.686
H 1.496 -0.921 2.233
H -2.835 -1.841 4.423
H 2.919 -3.285 -1.071
C -2.067 1.140 1.508
Cl -5.076 -3.193 3.326
H -5.083 -1.869 -3.513
C -4.204 0.992 1.561
C -3.885 1.861 2.564
H -0.719 -1.080 3.384
C -1.206 -1.845 1.439
C -0.661 1.017 1.284
H 1.184 -2.975 -0.927
C -2.200 -0.054 -2.851
H 1.015 0.321 0.262
H 0.337 3.227 3.684
N -0.019 -1.370 0.798
H -1.331 -0.038 -3.509
H 1.231 1.721 1.914
C 0.160 1.779 2.065
H 4.521 -2.316 0.688
H -5.188 0.657 1.274
C -0.432 0.116 -1.167
H -1.832 -2.507 -4.302
H -3.147 -3.346 -3.464
H -2.734 0.893 -2.970
H -4.481 2.403 3.276
```

The largest force on an atom comes out at 0.0016 Eh/bohr. The value obtained for the energy relative to the best compared isomer or geometry (same formula, charge and spin) is 59.2 kJ/mol. The structure (SMILES) is C=C(C)CNC(=O)[C@@H](c1cccn2ccnc12)N(CC(C)C)c1ccc(Cl)cc1. The calculation puts the HOMO energy at -8.360 eV. The HOMO-LUMO gap comes out at 8.7 eV.

---

Record 6
Formula: C5H11NO
Source: OMol25
Level of theory: ωB97M-V with the def2-TZVPD basis set

XYZ file:
```
18
Properties=species:S:1:pos:R:3
O 2.789 -0.488 -1.494
H -0.877 -2.547 0.637
H 1.385 1.827 2.150
H -1.961 -1.244 -1.478
N 1.499 -0.588 0.442
H 1.791 -2.153 -0.916
H 0.125 0.585 2.292
C 1.139 0.634 0.412
C -2.127 -0.378 -0.844
H -0.163 2.070 1.333
C 2.061 -1.096 -0.747
H -2.721 -0.545 0.049
H -1.804 1.683 -0.515
H 1.251 1.226 -0.505
H -1.037 0.979 -2.041
H -0.296 -2.094 0.755
C 0.576 1.315 1.616
C -1.630 0.816 -1.146
```

The largest force on an atom comes out at 0.0093 Eh/bohr. The value obtained for the energy relative to the best compared isomer or geometry (same formula, charge and spin) is 311.5 kJ/mol. The structure (SMILES) is C/C=N/C=O.[H][H].C=C. The calculation puts the HOMO energy at -9.997 eV. The HOMO-LUMO gap comes out at 10.4 eV.

---

Record 7
Formula: CH3O2
Source: OMol25
Level of theory: ωB97M-V with the def2-TZVPD basis set

XYZ file:
```
6
Properties=species:S:1:pos:R:3
H 0.741 1.120 0.034
O -0.234 -0.610 0.046
C 0.810 -0.030 0.082
H 1.804 -0.608 0.019
H -2.217 -0.684 0.301
O -1.844 0.114 -0.101
```

The largest force on an atom comes out at 0.0816 Eh/bohr. The value obtained for the energy relative to the best compared isomer or geometry (same formula, charge and spin) is 448.7 kJ/mol. The charge is +1. The calculation puts the HOMO energy (alpha / beta) at -19.100 / -19.325 eV. The HOMO-LUMO gap (alpha / beta) comes out at 10.2 / 9.9 eV.

---

Record 8
Formula: C14H15ClN2O3S2
Source: OMol25
Level of theory: ωB97M-V with the def2-TZVPD basis set

XYZ file:
```
37
Properties=species:S:1:pos:R:3
C -4.586 1.124 1.800
C 1.093 -1.262 -1.069
H -2.801 -2.057 -0.747
H -5.070 3.061 1.024
C -3.202 -0.274 0.396
H -2.631 -2.239 1.016
N -1.043 -1.322 0.007
O -0.778 -2.565 -1.869
C -3.913 -0.062 1.571
H 1.045 -0.190 -1.286
C 5.081 1.758 -1.038
H -3.811 2.722 -1.074
H 6.070 1.908 -1.423
C -3.180 0.752 -0.545
O 0.754 0.611 1.150
S 4.778 0.448 0.034
C 3.966 2.497 -1.281
H 3.947 3.361 -1.920
O 2.637 -0.470 2.325
H 2.227 -3.473 0.134
H -5.133 1.263 2.720
H 1.639 -1.762 -1.874
C 2.725 -2.517 0.298
H -0.603 -0.637 0.612
C -2.461 -1.563 0.170
H -3.938 -0.846 2.314
H 3.539 -2.405 -0.428
H 1.851 2.433 -0.638
C 3.126 0.905 0.153
C -4.551 2.131 0.851
N 1.759 -1.453 0.200
H 3.132 -2.488 1.306
C -0.348 -1.798 -1.035
Cl -2.317 0.547 -2.032
C 2.834 2.002 -0.599
C -3.846 1.947 -0.324
S 2.007 -0.090 1.101
```

The largest force on an atom comes out at 0.0215 Eh/bohr. The value obtained for the energy relative to the best compared isomer or geometry (same formula, charge and spin) is 26.5 kJ/mol. The structure (SMILES) is CN(CC(=O)NCc1ccccc1Cl)S(=O)(=O)c1cccs1. The calculation puts the HOMO energy at -9.103 eV. The HOMO-LUMO gap comes out at 9.4 eV.